[1]
This record from OMol25 describes the ion CH2N3O2 with charge +1. The level of theory is ωB97M-V/def2-TZVPD.

Element x y z (Å)
C (-0.122, -0.107, 0.245)
N (2.673, -1.132, 0.011)
N (1.811, -1.305, 1.009)
N (3.754, -1.445, -0.188)
O (4.823, -1.429, -0.544)
O (0.518, -0.957, 0.915)
H (0.324, 0.541, -0.432)
H (-1.195, 0.033, 0.153)

Output
**Maximum force**: 3.492 eV Å⁻¹
**Multiplicity**: 1
**Charge**: +1
**Orbital gap (alpha / beta)**: 8.165 / 8.167 eV
**Highest occupied orbital energy (alpha / beta)**: -14.71 / -14.71 eV
**ΔE to the lowest compared entry with this formula, charge and spin**: 427.6 kJ/mol


[2]
This record from OMol25 describes a structure of composition C56H59AlClFNO3P2S. The level of theory is ωB97M-V/def2-TZVPD.

Element x y z (Å)
O (6.376, 1.359, 1.032)
C (5.525, 1.769, 0.215)
F (5.787, 1.834, -1.194)
N (4.156, 2.192, 0.592)
C (3.304, 0.965, 0.275)
O (3.738, -0.126, 0.768)
Al (1.592, 1.063, -0.908)
P (0.910, -1.194, -1.131)
S (2.109, -1.945, -2.523)
P (2.342, 1.917, -2.989)
O (2.788, 3.542, -2.620)
Cl (0.593, 1.856, -4.200)
H (4.097, 2.352, 1.612)
H (0.479, 1.987, -0.257)
H (1.131, -1.780, 0.165)
H (-0.479, -1.309, -1.467)
H (2.041, 4.054, -2.236)
C (-5.027, -2.593, -2.458)
C (-3.912, -1.950, -2.986)
C (-3.471, -0.752, -2.432)
C (-4.140, -0.202, -1.342)
C (-5.254, -0.847, -0.812)
C (-5.700, -2.040, -1.372)
H (-5.373, -3.525, -2.893)
H (-3.386, -2.382, -3.831)
H (-2.605, -0.247, -2.848)
H (-3.793, 0.729, -0.907)
H (-5.774, -0.419, 0.039)
H (-6.571, -2.540, -0.962)
C (-6.817, 1.338, -6.599)
C (-6.199, 2.580, -6.705)
C (-5.233, 2.959, -5.777)
C (-4.879, 2.091, -4.748)
C (-5.494, 0.848, -4.645)
C (-6.466, 0.473, -5.567)
H (-7.572, 1.044, -7.321)
H (-6.470, 3.254, -7.511)
H (-4.756, 3.930, -5.856)
H (-4.122, 2.384, -4.027)
H (-5.217, 0.171, -3.845)
H (-6.950, -0.495, -5.483)
C (1.004, 1.207, 5.111)
C (1.355, 0.615, 3.901)
C (0.381, 0.366, 2.939)
C (-0.944, 0.717, 3.183)
C (-1.294, 1.312, 4.391)
C (-0.322, 1.553, 5.357)
H (1.763, 1.398, 5.862)
H (2.389, 0.347, 3.708)
H (0.654, -0.101, 1.999)
H (-1.702, 0.527, 2.431)
H (-2.327, 1.588, 4.581)
H (-0.596, 2.012, 6.301)
C (6.355, 4.395, 3.653)
C (7.286, 3.370, 3.512)
C (8.329, 3.247, 4.426)
C (8.434, 4.142, 5.487)
C (7.500, 5.164, 5.629)
C (6.463, 5.293, 4.711)
H (5.544, 4.493, 2.939)
H (7.200, 2.668, 2.689)
H (9.058, 2.452, 4.312)
H (9.244, 4.043, 6.202)
H (7.582, 5.861, 6.458)
H (5.739, 6.094, 4.819)
C (8.142, -4.235, 1.709)
C (6.796, -4.589, 1.752)
C (5.823, -3.679, 1.349)
C (6.196, -2.418, 0.894)
C (7.541, -2.065, 0.847)
C (8.514, -2.971, 1.259)
H (8.900, -4.943, 2.026)
H (6.506, -5.575, 2.100)
H (4.774, -3.953, 1.389)
H (5.437, -1.710, 0.575)
H (7.831, -1.082, 0.491)
H (9.563, -2.694, 1.227)
C (3.050, 7.243, 7.567)
C (3.981, 6.219, 7.426)
C (5.023, 6.095, 8.340)
C (5.129, 6.990, 9.400)
C (4.195, 8.012, 9.543)
C (3.158, 8.142, 8.624)
H (2.239, 7.341, 6.853)
H (3.895, 5.517, 6.603)
H (5.753, 5.300, 8.226)
H (5.939, 6.891, 10.115)
H (4.276, 8.709, 10.371)
H (2.434, 8.942, 8.733)
C (-10.921, -2.720, -7.069)
C (-10.089, -2.912, -5.969)
C (-9.659, -1.820, -5.222)
C (-10.067, -0.536, -5.568)
C (-10.902, -0.344, -6.665)
C (-11.325, -1.435, -7.418)
H (-11.254, -3.571, -7.653)
H (-9.776, -3.915, -5.695)
H (-9.005, -1.970, -4.369)
H (-9.735, 0.315, -4.983)
H (-11.222, 0.658, -6.934)
H (-11.971, -1.284, -8.276)
C (7.688, -3.742, 6.755)
C (7.944, -3.368, 5.439)
C (6.939, -2.786, 4.673)
C (5.680, -2.569, 5.225)
C (5.425, -2.940, 6.542)
C (6.427, -3.530, 7.306)
H (8.471, -4.199, 7.352)
H (8.927, -3.531, 5.010)
H (7.137, -2.500, 3.645)
H (4.899, -2.111, 4.628)
H (4.444, -2.769, 6.973)
H (6.227, -3.824, 8.331)
C (-8.424, -5.001, -8.513)
C (-8.941, -6.232, -8.125)
C (-8.837, -7.330, -8.973)
C (-8.206, -7.199, -10.207)
C (-7.686, -5.968, -10.594)
C (-7.798, -4.868, -9.749)
H (-8.508, -4.144, -7.853)
H (-9.427, -6.337, -7.160)
H (-9.247, -8.289, -8.673)
H (-8.121, -8.056, -10.866)
H (-7.192, -5.866, -11.555)
H (-7.397, -3.907, -10.053)

Output
**Maximum force**: 5.272 eV Å⁻¹
**Multiplicity**: 1
**Charge**: -1
**Orbital gap**: 6.776 eV
**Highest occupied orbital energy**: -4.92 eV
**ΔE to the lowest compared entry with this formula, charge and spin**: 121.9 kJ/mol


[3]
This record from OMol25 describes a structure of composition C19H39IN2O2PdSi3. The level of theory is ωB97M-V/def2-TZVPD.

Element x y z (Å)
Pd (-0.129, 1.052, 0.393)
C (4.353, 1.907, -0.425)
O (3.099, 1.322, -0.298)
Si (2.823, -0.307, 0.032)
C (3.955, -0.633, 1.534)
C (3.798, -1.231, -1.309)
C (1.079, -0.734, 0.174)
Si (0.582, -1.079, 1.892)
C (1.416, -0.048, 3.261)
C (-1.247, -1.073, 2.386)
C (1.009, -2.873, 2.412)
Si (0.016, -1.100, -1.626)
C (0.868, 0.344, -2.581)
C (0.756, -2.880, -1.717)
C (-1.051, -1.474, -3.304)
H (4.849, 1.624, -1.365)
H (5.031, 1.637, 0.398)
H (4.234, 2.995, -0.420)
H (4.959, -0.913, 1.194)
H (3.579, -1.442, 2.162)
H (4.043, 0.256, 2.165)
H (4.737, -0.699, -1.509)
H (3.268, -1.356, -2.250)
H (4.058, -2.230, -0.939)
H (1.683, 0.948, 2.903)
H (2.322, -0.531, 3.639)
H (0.720, 0.063, 4.100)
H (-1.768, -0.133, 2.190)
H (-1.291, -1.276, 3.463)
H (-1.793, -1.858, 1.861)
H (2.067, -3.096, 2.245)
H (0.429, -3.584, 1.814)
H (0.783, -3.050, 3.472)
H (1.857, 0.031, -2.931)
H (1.045, 1.232, -1.972)
H (0.287, 0.619, -3.465)
H (1.824, -2.871, -1.498)
H (0.585, -3.388, -2.673)
H (0.286, -3.472, -0.919)
H (-1.673, -0.626, -3.625)
H (-1.687, -2.372, -3.310)
H (-0.288, -1.624, -4.080)
I (-3.955, 3.891, -2.762)
C (-3.185, 3.502, -0.856)
C (-4.063, 3.582, 0.235)
C (-3.431, 3.355, 1.486)
C (-2.131, 3.019, 1.632)
N (-1.287, 2.792, 0.472)
C (-1.869, 3.181, -0.808)
H (-5.105, 3.833, 0.134)
H (-4.009, 3.446, 2.400)
H (-1.652, 2.819, 2.576)
H (-1.226, 3.058, -1.662)
N (0.788, 4.014, 0.717)
C (0.116, 2.954, 0.644)
H (0.128, 4.805, 0.641)
C (-2.956, -2.567, -0.738)
C (-2.757, -1.077, -0.985)
C (-3.685, -0.236, -0.125)
O (-1.417, -0.703, -0.704)
H (-4.010, -2.836, -0.859)
H (-2.649, -2.816, 0.280)
H (-2.360, -3.165, -1.428)
H (-2.986, -0.866, -2.032)
H (-3.638, -0.541, 0.923)
H (-4.716, -0.343, -0.474)
H (-3.417, 0.820, -0.185)

Output
**Maximum force**: 1.286 eV Å⁻¹
**Multiplicity**: 1
**Charge**: -2
**Orbital gap**: 4.076 eV
**Highest occupied orbital energy**: -0.07 eV
**ΔE to the lowest compared entry with this formula, charge and spin**: 258.0 kJ/mol


[4]
This record from OMol25 describes an isolated molecule of C27H44Cl2F3N3O3. The level of theory is ωB97M-V/def2-TZVPD.

Element x y z (Å)
C (-1.947, -1.743, 4.385)
C (-1.024, -0.451, 3.897)
C (0.467, -1.010, 3.385)
N (0.506, -1.401, 1.942)
C (1.146, -0.431, 1.001)
C (2.689, -0.012, 1.264)
C (3.595, -0.990, 2.206)
C (5.106, -1.305, 1.658)
F (5.899, -0.486, 0.714)
C (5.748, -2.598, 2.128)
F (5.189, -3.430, 3.247)
F (6.979, -3.177, 1.471)
N (1.120, -1.149, -0.370)
C (1.971, -2.385, -0.402)
C (3.294, -2.247, -1.417)
C (1.030, -3.558, -1.139)
C (0.610, -3.150, -2.686)
C (0.212, 0.932, 0.684)
C (0.276, 2.018, 1.959)
O (0.821, 3.342, 1.541)
O (2.008, 3.542, 2.039)
O (-1.169, 0.561, 0.474)
C (-1.764, 1.064, -0.808)
C (-0.989, 0.559, -2.148)
C (-1.672, 0.825, -3.591)
C (-1.543, 2.327, -4.221)
C (-0.827, -0.150, -4.664)
C (-1.675, 2.733, -0.649)
C (-2.736, 3.587, 0.327)
C (-2.426, 5.192, 0.349)
C (-1.234, 5.939, -0.464)
N (-0.286, 5.136, -1.282)
C (-0.530, 3.672, -1.338)
C (-3.341, 0.644, -0.680)
Cl (-4.512, 1.573, -1.790)
C (-3.743, -0.923, -0.745)
C (-3.237, -1.842, 0.558)
Cl (-3.425, -1.849, -2.301)
H (-1.736, -2.723, 3.759)
H (-1.793, -2.000, 5.521)
H (-3.115, -1.537, 4.259)
H (-0.886, 0.279, 4.810)
H (-1.621, 0.073, 3.005)
H (1.352, -0.293, 3.737)
H (0.633, -2.009, 4.018)
H (-0.486, -1.643, 1.693)
H (2.858, 1.089, 1.693)
H (3.230, 0.021, 0.199)
H (3.087, -2.025, 2.481)
H (3.729, -0.425, 3.250)
H (0.126, -1.533, -0.386)
H (2.266, -2.845, 0.628)
H (3.354, -3.160, -2.184)
H (3.099, -1.276, -2.058)
H (4.313, -2.249, -0.842)
H (0.068, -3.752, -0.489)
H (1.644, -4.580, -1.114)
H (-0.419, -3.625, -2.981)
H (0.688, -1.993, -2.863)
H (1.423, -3.641, -3.405)
H (0.765, 1.469, -0.195)
H (-0.783, 2.079, 2.454)
H (1.030, 1.650, 2.808)
H (2.406, 4.303, 1.518)
H (-0.895, -0.630, -2.058)
H (0.148, 0.918, -2.212)
H (-2.784, 0.493, -3.727)
H (-2.044, 2.313, -5.303)
H (-0.458, 2.773, -4.243)
H (-2.261, 3.026, -3.572)
H (-0.777, -1.266, -4.316)
H (-1.310, 0.017, -5.719)
H (0.266, 0.321, -4.731)
H (-3.600, 3.086, 0.933)
H (-3.151, 5.872, 0.998)
H (-1.115, 7.112, -0.403)
H (0.251, 3.075, -2.020)
H (-3.656, 0.976, 0.427)
H (-4.934, -0.940, -0.620)
H (-4.171, -2.447, 0.991)
H (-2.927, -1.107, 1.447)
H (-2.399, -2.608, 0.280)

Output
**Maximum force**: 7.430 eV Å⁻¹
**Multiplicity**: 1
**Charge**: 0
**Orbital gap**: 8.477 eV
**Highest occupied orbital energy**: -8.72 eV


[5]
This record from OMol25 describes a cluster of 2 separate species, C7H9FOS in total. The level of theory is ωB97M-V/def2-TZVPD.

Element x y z (Å)
C (1.973, -0.154, -1.039)
C (1.687, -1.554, -0.823)
C (1.225, 0.318, 1.255)
C (1.614, 0.726, -0.038)
C (-2.952, 1.676, -0.410)
C (1.252, -1.968, 0.416)
C (0.993, -1.090, 1.471)
O (-2.602, -0.974, -0.861)
F (1.831, 2.070, -0.185)
S (-2.196, 0.013, 0.109)
H (2.251, 0.249, -1.934)
H (2.129, -2.252, -1.610)
H (1.158, 1.025, 2.038)
H (-2.287, 2.303, -0.952)
H (-3.141, 2.157, 0.712)
H (-3.870, 1.654, -0.893)
H (0.927, -2.994, 0.508)
H (0.876, -1.431, 2.571)
H (-0.867, 0.228, -0.336)

Output
**Maximum force**: 5.344 eV Å⁻¹
**Multiplicity**: 1
**Charge**: 0
**Orbital gap**: 9.667 eV
**Highest occupied orbital energy**: -8.98 eV
**ΔE to the lowest compared entry with this formula, charge and spin**: 0.0 kJ/mol


[6]
This record from OMol25 describes a cluster of 2 separate species, C3H4O3 in total. The level of theory is ωB97M-V/def2-TZVPD.

Element x y z (Å)
O (-2.001, 0.100, -0.614)
C (-0.871, -0.354, -0.041)
C (-0.126, 0.586, 0.800)
O (0.260, 0.236, 1.890)
C (1.515, -0.794, -0.594)
O (1.732, 0.370, -0.705)
H (-2.122, 1.057, -0.477)
H (-0.858, -1.405, 0.124)
H (0.021, 1.621, 0.408)
H (2.450, -1.417, -0.791)

Output
**Maximum force**: 2.603 eV Å⁻¹
**Multiplicity**: 1
**Charge**: 0
**Orbital gap (alpha / beta)**: 7.283 / 8.843 eV
**Highest occupied orbital energy (alpha / beta)**: -7.91 / -8.91 eV
**ΔE to the lowest compared entry with this formula, charge and spin**: 523.5 kJ/mol